DFT (the ωB97M-V functional and the def2-TZVPD basis) results for a molecular structure, C26H30GeNO2PS4Tc.

The geometry in XYZ format:
```
66
C26H30GeNO2PS4Tc the ωB97M-V functional and the def2-TZVPD basis
Tc -0.1199 -0.1126 -0.0509
C -2.0194 -5.5559 0.8151
C -2.9400 -4.6928 -0.0019
O -2.8795 -3.3011 0.5145
P -2.2630 -2.1199 -0.2661
S -2.1673 -0.4910 0.9601
S -0.2984 -2.3658 -0.7510
O -3.1543 -1.9447 -1.5369
C -3.0586 -0.8548 -2.5080
C -4.4142 -0.6677 -3.1337
H -2.0735 -6.5782 0.4418
H -2.3176 -5.5566 1.8619
H -0.9861 -5.2196 0.7367
H -3.9876 -4.9634 0.1024
H -2.6851 -4.6739 -1.0626
H -2.2969 -1.1483 -3.2306
H -2.7338 0.0443 -1.9722
H -4.7543 -1.5940 -3.5932
H -4.3476 0.0924 -3.9116
H -5.1458 -0.3459 -2.3955
S 0.1258 1.8325 -1.2988
C 1.3963 2.7421 -0.5230
N 2.6663 2.5273 -0.7528
C 3.6152 3.3152 0.0437
C 2.8200 4.4976 0.6048
S 1.0554 4.0197 0.5391
H 2.9630 1.7872 -1.3753
H 4.4337 3.6445 -0.5937
H 4.0116 2.6788 0.8391
H 2.9453 5.4037 0.0155
H 3.0796 4.7014 1.6402
C 0.8519 0.1398 1.2487
Ge 1.4383 0.3983 3.2039
C 0.3384 -0.9390 4.0480
C -0.6739 -0.5748 4.9299
C -1.4619 -1.5471 5.5277
C -1.2444 -2.8857 5.2419
C -0.2366 -3.2577 4.3618
C 0.5517 -2.2882 3.7684
C 0.8566 2.2202 3.4789
C -0.4761 2.5824 3.2966
C -0.8811 3.8950 3.4713
C 0.0496 4.8622 3.8316
C 1.3778 4.5120 4.0224
C 1.7809 3.1954 3.8467
C 3.3542 0.1716 3.1811
C 4.0186 0.1969 4.4086
C 5.3970 0.0579 4.4589
C 6.1204 -0.1139 3.2881
C 5.4675 -0.1497 2.0635
C 4.0891 -0.0059 2.0129
H -0.8481 0.4679 5.1666
H -2.2389 -1.2601 6.2225
H -1.8542 -3.6435 5.7146
H -0.0580 -4.3038 4.1537
H 1.3463 -2.5920 3.0951
H -1.2176 1.8374 3.0211
H -1.9189 4.1660 3.3363
H -0.2657 5.8859 3.9784
H 2.0972 5.2618 4.3244
H 2.8225 2.9348 3.9986
H 3.4687 0.3162 5.3357
H 5.9066 0.0762 5.4120
H 7.1944 -0.2300 3.3303
H 6.0329 -0.3019 1.1545
H 3.5867 -0.0549 1.0513
```

Values from the calculation:
molar mass	718.4	g mol⁻¹
E_LUMO (alpha / beta)	-7.50 / -7.76	eV
Kohn-Sham gap (alpha / beta)	6.6429 / 6.3957	eV
total charge	+2
strongest force on any atom	0.9	eV/A
E_tot	-5305.3407	hartree
spin multiplicity	2
E_HOMO (alpha / beta)	-14.15 / -14.15	eV

---

DFT (the ωB97M-V functional and the def2-TZVPD basis) results for a molecular structure, C4H8N2O.

The geometry in XYZ format:
```
15
C4H8N2O the ωB97M-V functional and the def2-TZVPD basis
C -0.7350 -1.9057 0.0671
C -0.4648 -0.3710 -0.2906
O -1.4469 0.4240 0.2092
C 0.9939 0.8186 0.0171
N 0.5082 1.6627 1.0880
C -0.2336 -0.3795 -1.7439
N 0.2118 -0.4636 -2.8093
H -1.2234 -2.4272 -0.7775
H -1.4253 -2.0346 0.9138
H 0.1818 -2.4631 0.2544
H -0.9030 1.1594 0.7470
H 1.0527 1.4552 -0.8790
H 2.0291 0.5014 0.2164
H 0.6219 2.6678 0.9945
H 0.8325 1.3558 1.9927
```

Values from the calculation:
molar mass	100.1	g mol⁻¹
E_LUMO	0.57	eV
Kohn-Sham gap	10.7830	eV
strongest force on any atom	1.4	eV/A
energy relative to the best compared isomer or geometry (same formula, charge and spin)	73.73	kcal/mol
E_tot	-341.8862	hartree
E_HOMO	-10.21	eV

---

DFT (the ωB97M-V functional and the def2-TZVPD basis) results for 3 unconnected molecules or ions with the total composition C38H66F18N2O12P2S.

The geometry in XYZ format:
```
139
C38H66F18N2O12P2S the ωB97M-V functional and the def2-TZVPD basis
C 1.8550 -1.6704 2.4587
C 0.6105 -2.3959 1.9107
C 0.8124 -3.1477 0.6037
F 2.0752 -3.7748 0.6291
C 0.7644 -2.3355 -0.6952
N 1.3940 -1.0279 -0.5891
C 2.7928 -0.9572 -1.0208
C 3.4266 0.3078 -0.3914
C 3.2656 1.5445 -1.3108
C 2.2806 2.5671 -0.7126
C 2.4100 3.9650 -1.3368
C 1.0502 4.6604 -1.3928
C 1.1215 6.1277 -1.8101
C -0.2327 6.8158 -1.7016
O -0.9387 6.6940 -2.9637
C -2.2221 6.2290 -2.8373
C -2.4017 4.7420 -3.0413
O -3.1357 6.9612 -2.6058
C -0.6570 -2.1942 -1.2785
N -1.2369 -3.4920 -1.4928
O -1.4682 -1.4734 -0.3948
O -0.4580 -1.5106 -2.5319
C -1.4211 -0.5536 -2.9282
S -0.7514 0.0904 -4.5143
C -2.8278 -1.0999 -3.1373
C -3.8281 0.0552 -3.3627
C -4.8097 0.1469 -2.2117
F -4.2039 0.0939 -1.0087
F -5.6123 -0.9539 -2.2826
C -5.7821 1.3592 -2.2786
F -6.1068 1.5199 -3.5795
F -6.9139 1.0724 -1.6251
C -5.1845 2.7226 -1.7871
F -5.5108 3.7097 -2.6244
F -3.8332 2.6122 -1.8353
C -5.5327 3.1405 -0.3252
F -4.5731 3.9990 0.0540
F -5.4542 2.0791 0.4877
C -6.8949 3.8932 -0.1690
F -6.6381 5.1984 -0.3790
F -7.7795 3.5326 -1.1071
C -7.5193 3.8208 1.2543
F -6.5625 4.1670 2.1313
F -8.4740 4.7608 1.3156
C -8.1120 2.4450 1.7104
F -8.3469 1.6369 0.6669
F -7.2521 1.8269 2.5290
C -9.4453 2.5794 2.4995
F -10.4415 2.9621 1.7067
F -9.7525 1.3613 2.9681
F -9.3113 3.3977 3.5376
H 1.8140 -1.6741 3.5494
H 2.7882 -2.1221 2.1312
H 1.8284 -0.6219 2.1640
H 0.2878 -3.1065 2.6754
H -0.1923 -1.6625 1.8305
H 0.0868 -3.9622 0.5628
H 1.3331 -2.9267 -1.4285
H 0.8508 -0.3278 -1.0759
H 2.8137 -0.7823 -2.1052
H 3.3462 -1.8551 -0.7569
H 4.4610 0.1368 -0.0913
H 2.8500 0.4906 0.5171
H 4.2056 2.0839 -1.4562
H 2.9258 1.2443 -2.3067
H 2.4598 2.6084 0.3643
H 1.2559 2.2081 -0.8721
H 3.0544 4.5789 -0.7017
H 2.8299 3.8632 -2.3405
H 0.3830 4.1338 -2.0850
H 0.5873 4.6026 -0.4001
H 1.8078 6.6499 -1.1358
H 1.4807 6.2255 -2.8365
H -0.8446 6.3610 -0.9172
H -0.1234 7.8778 -1.4790
H -1.5808 4.3320 -3.6269
H -3.3251 4.5893 -3.6002
H -2.4828 4.2362 -2.0777
H -0.5069 -4.1917 -1.5269
H -1.7157 -3.5277 -2.3829
H -0.9906 -0.6915 -0.0880
H -1.4460 0.3223 -2.2733
H -1.7852 -0.1971 -5.3100
H -2.8474 -1.7483 -4.0164
H -3.1285 -1.7167 -2.2904
H -4.4387 -0.1798 -4.2330
H -3.3224 1.0051 -3.5259
C -2.2515 -1.7205 8.4252
C -0.9344 -2.4339 8.1757
O -1.0613 -3.8558 8.1859
P -1.6384 -4.6259 6.8847
O -0.6293 -4.3640 5.8359
O -1.3908 -6.1231 7.4054
C -0.7118 -7.0894 6.5970
C 0.7299 -7.2318 7.0311
O -3.1679 -4.4824 7.2766
C -4.2141 -4.7731 6.3151
C -4.3980 -6.2622 6.1099
H -2.9457 -1.8647 7.5966
H -2.0841 -0.6494 8.5443
H -2.7307 -2.1088 9.3240
H -0.4923 -2.1111 7.2286
H -0.2268 -2.1942 8.9686
H -0.7742 -6.8282 5.5400
H -1.2424 -8.0338 6.7330
H 1.2368 -6.2678 6.9987
H 1.2592 -7.9308 6.3823
H 0.7824 -7.5987 8.0568
H -3.9974 -4.2727 5.3691
H -5.1193 -4.3264 6.7203
H -3.5637 -6.6947 5.5548
H -5.3104 -6.4509 5.5443
H -4.4570 -6.7748 7.0693
C 5.5578 -2.3225 -5.2719
C 5.4787 -1.6238 -3.9271
O 6.7891 -1.2691 -3.4523
P 7.3863 0.1392 -3.8693
O 6.6304 1.1976 -3.1916
O 8.8135 0.0309 -3.1328
C 9.2661 1.0404 -2.2301
C 9.0517 0.6149 -0.7941
O 7.8826 -0.0815 -5.3436
C 8.1848 1.0544 -6.1908
C 9.5067 1.6965 -5.8285
H 5.8864 -1.6409 -6.0562
H 4.5801 -2.7167 -5.5518
H 6.2753 -3.1413 -5.2288
H 4.8187 -0.7533 -3.9520
H 5.0726 -2.3229 -3.1969
H 8.7719 1.9918 -2.4294
H 10.3315 1.1760 -2.4283
H 8.0028 0.3750 -0.6185
H 9.3514 1.4084 -0.1081
H 9.6365 -0.2783 -0.5713
H 7.3710 1.7800 -6.1388
H 8.2124 0.6651 -7.2061
H 9.4424 2.2331 -4.8811
H 9.7962 2.4102 -6.5998
H 10.2840 0.9397 -5.7280
```

Values from the calculation:
molar mass	1178.9	g mol⁻¹
E_LUMO	0.32	eV
Kohn-Sham gap	9.2016	eV
strongest force on any atom	5.7	eV/A
E_tot	-5378.5861	hartree
SMILES string	CC[C@H](F)[C@H](NCCCCCCCCOC(C)=O)[C@@](N)(O)O[C@@H](S)CCC(F)(F)C(F)(F)C(F)(F)C(F)(F)C(F)(F)C(F)(F)C(F)(F)C(F)(F)F.CCOP(=O)(OCC)OCC.CCOP(=O)(OCC)OCC
E_HOMO	-8.88	eV

---

DFT (the ωB97M-V functional and the def2-TZVPD basis) results for a molecular structure, C10H15ClMoN3O6SSe7Te.

The geometry in XYZ format:
```
45
C10H15ClMoN3O6SSe7Te the ωB97M-V functional and the def2-TZVPD basis
Mo -1.8667 2.3997 -1.4433
Se -3.5387 4.1073 -2.5510
Se -2.0197 5.7110 -3.3991
Te -0.1227 4.3641 -2.4226
Se -0.5918 2.3614 -3.7086
Se -3.1095 4.3448 -0.3283
Se -2.0160 3.5829 2.6670
Se 0.2443 3.4243 2.0643
Se -1.3396 1.9575 1.1176
C 1.9162 -2.9639 4.4136
C 2.5855 -1.9416 3.5048
S 2.1039 -2.2426 1.8204
O 2.6053 -3.5183 1.3998
O 0.6960 -1.9454 1.6767
C 2.9729 -0.9786 0.8748
C 2.6358 -1.0993 -0.6127
N 1.2622 -0.6840 -0.9269
C 0.8501 0.5971 -0.9717
N -0.4740 0.6625 -1.1349
C -0.9257 -0.6327 -1.1804
C 0.1323 -1.4597 -1.0533
N 0.0881 -2.8989 -1.1066
O -1.0144 -3.3891 -1.0337
O 1.1322 -3.4890 -1.2854
C 1.7858 1.7471 -0.8921
H 2.2176 -2.7780 5.4427
H 2.2148 -3.9746 4.1417
H 0.8320 -2.8863 4.3520
H 3.6736 -2.0139 3.5391
H 2.2807 -0.9210 3.7422
H 4.0430 -1.1271 1.0174
H 2.6855 -0.0099 1.2861
H 2.7540 -2.1267 -0.9451
H 3.3069 -0.4745 -1.1981
H -1.9518 -0.9034 -1.3243
H 2.3176 1.8706 -1.8383
H 2.5246 1.6183 -0.1027
H 1.2257 2.6549 -0.6836
Cl -6.2234 1.2177 -2.5763
C -5.0910 0.0088 -1.9150
C -3.8184 0.7569 -1.6555
O -3.5958 1.3378 -0.5599
O -2.9471 0.8958 -2.5647
H -4.9409 -0.7716 -2.6543
H -5.4993 -0.3901 -0.9918
```

Values from the calculation:
molar mass	1117.0	g mol⁻¹
E_LUMO	-4.43	eV
Kohn-Sham gap	6.7618	eV
total charge	+1
strongest force on any atom	0.5	eV/A
E_tot	-19010.1942	hartree
E_HOMO	-11.19	eV

---

DFT (the ωB97M-V functional and the def2-TZVPD basis) results for 2 unconnected molecules or ions with the total composition C9H14O.

The geometry in XYZ format:
```
24
C9H14O the ωB97M-V functional and the def2-TZVPD basis
C 1.7202 1.9365 -1.4586
C 1.7061 2.0097 0.1167
O 3.0594 1.8171 -1.9676
H 1.2734 1.1115 -1.9505
H 1.3694 2.8811 -1.8142
H 0.6445 1.6679 0.3897
H 3.6284 2.1049 -1.1897
H 1.7404 3.0711 0.4154
H 2.6038 1.4656 0.5484
C -0.5490 -1.9932 -1.5565
C -1.1450 -1.6198 2.2014
C -0.5502 -2.1498 1.0288
C -1.8736 -0.5378 2.2586
C -0.8772 -1.4363 -0.1399
C -1.9775 0.2910 1.1232
C -1.5764 -0.2455 -0.0907
H -0.8924 -2.3050 3.0701
H -0.1177 -3.1782 0.9626
H -2.4860 -0.2086 3.0993
H -2.4832 1.2258 1.1457
H 0.4590 -2.3185 -1.4081
H -0.5108 -1.1644 -2.2734
H -1.9440 0.4103 -0.9106
H -1.2215 -2.8357 -1.5998
```

Values from the calculation:
molar mass	138.2	g mol⁻¹
E_LUMO (alpha / beta)	-4.63 / -8.63	eV
Kohn-Sham gap (alpha / beta)	8.0585 / 4.0549	eV
total charge	+1
strongest force on any atom	7.4	eV/A
energy relative to the best compared isomer or geometry (same formula, charge and spin)	63.97	kcal/mol
E_tot	-426.1743	hartree
spin multiplicity	2
E_HOMO (alpha / beta)	-12.69 / -12.69	eV

---

DFT (the ωB97M-V functional and the def2-TZVPD basis) results for C3H2O4S in the gas phase.

The geometry in XYZ format:
```
10
C3H2O4S the ωB97M-V functional and the def2-TZVPD basis
O -2.0187 -1.2008 1.1474
C -0.8681 -0.8937 0.9577
O 0.1240 -0.7774 1.7847
C 1.0669 -0.1294 0.8458
C 0.0311 -0.3682 -0.3298
S -0.4220 0.7494 -1.5265
O 0.5571 1.6775 -2.0036
O -1.5725 0.5033 -2.3341
H 2.0021 -0.5822 0.5078
H 1.1002 1.0215 0.9505
```

Values from the calculation:
molar mass	134.1	g mol⁻¹
E_LUMO	-1.40	eV
Kohn-Sham gap	9.0173	eV
strongest force on any atom	4.7	eV/A
energy relative to the best compared isomer or geometry (same formula, charge and spin)	90.31	kcal/mol
E_tot	-814.5277	hartree
SMILES string	O=C1OCC1=S(=O)=O
E_HOMO	-10.42	eV

---

DFT (the ωB97M-V functional and the def2-TZVPD basis) results for C6H11N in the gas phase.

The geometry in XYZ format:
```
18
C6H11N the ωB97M-V functional and the def2-TZVPD basis
C -2.5618 0.2271 0.1227
C -1.2923 -0.5559 -0.1999
C -0.0014 0.0616 0.3610
C 1.2513 -0.6505 -0.1751
C 2.5687 0.0481 0.1505
C 0.0918 2.1118 -0.9725
N 0.0524 1.4670 0.0187
H -3.4507 -0.3558 -0.1390
H -2.5982 1.1676 -0.4357
H -2.6165 0.4690 1.1895
H -1.3557 -1.5660 0.2198
H -1.2004 -0.6732 -1.2892
H -0.0141 0.0043 1.4518
H 1.2402 -1.6557 0.2604
H 1.1640 -0.7784 -1.2637
H 2.6261 0.3085 1.2129
H 3.4175 -0.6012 -0.0862
H 2.6789 0.9716 -0.4261
```

Values from the calculation:
molar mass	97.2	g mol⁻¹
E_LUMO	1.07	eV
Kohn-Sham gap	12.0969	eV
strongest force on any atom	2.1	eV/A
energy relative to the best compared isomer or geometry (same formula, charge and spin)	28.11	kcal/mol
E_tot	-289.9269	hartree
E_HOMO	-11.02	eV

---

DFT (the ωB97M-V functional and the def2-TZVPD basis) results for 5 unconnected molecules or ions with the total composition C35H69ClFNO9.

The geometry in XYZ format:
```
116
C35H69ClFNO9 the ωB97M-V functional and the def2-TZVPD basis
C -1.2674 -4.9074 2.5056
C -1.2758 -5.7184 1.0806
C -1.1010 -4.7381 -0.2519
C -2.6151 -4.2136 -0.6280
O -2.6901 -2.8111 -1.0674
C -2.4206 -1.8661 0.0308
C -3.9179 -1.5004 0.6808
O -4.1781 -0.0611 0.4262
C -5.5155 0.3385 0.8914
C -5.3112 0.8683 2.4637
C -6.7781 1.1685 3.2060
O -1.8446 -0.5779 -0.3837
C -0.4166 -0.7461 -0.8142
C -0.3024 -0.0414 -2.2834
C 0.7188 -0.8254 -3.3382
C 1.9933 -1.5549 -2.6160
O 3.2036 -0.9528 -2.7590
O 1.9849 -2.8222 -1.8704
C 0.5738 -0.1745 0.3459
C 1.6434 0.9722 -0.1099
C 1.0552 2.5142 -0.1012
F 1.3812 3.1560 1.2033
N -0.2919 0.2208 1.5562
C 0.5436 0.3801 2.8070
Cl -0.4900 1.3312 4.0727
C 0.9261 -1.0505 3.5441
C 2.5464 -1.2693 3.3319
H -2.3438 -4.4585 2.7609
H -1.0241 -5.6398 3.4085
H -0.4567 -4.0352 2.5531
H -0.4287 -6.5472 1.1471
H -2.3384 -6.2567 1.0114
H -0.5318 -5.2597 -1.1387
H -0.4118 -3.8382 0.1010
H -3.2606 -4.2821 0.3717
H -3.1013 -4.9507 -1.4068
H -1.7982 -2.3042 0.9197
H -4.7392 -2.0887 0.0450
H -3.9868 -1.7694 1.8196
H -6.3031 -0.5375 0.8495
H -5.8548 1.2450 0.1942
H -4.5879 1.8120 2.5225
H -4.7509 -0.0308 3.0127
H -7.6411 1.3228 2.4274
H -7.0036 0.2386 3.8826
H -6.6099 2.1144 3.9143
H -0.2510 -1.9026 -0.8914
H -0.1140 1.1330 -2.2572
H -1.3814 -0.1512 -2.7850
H 0.0536 -1.6985 -3.8079
H 1.0160 -0.1455 -4.2704
H 1.9408 -2.6396 -0.8677
H 1.2191 -1.1009 0.7345
H 2.1480 0.8128 -1.1529
H 2.5227 0.9550 0.6952
H -0.1223 2.4233 -0.2021
H 1.4423 3.1291 -1.0371
H -0.8429 1.0846 1.3599
H 1.5206 1.0113 2.6772
H 0.2655 -1.9558 3.1881
H 0.7699 -0.9150 4.7185
H 3.0751 -0.8088 4.2865
H 2.8575 -2.3907 3.1985
H 2.9354 -0.6267 2.4065
C -2.9031 5.9411 2.8540
C -2.6011 5.6316 1.4104
C -3.3807 4.3535 1.1906
O -4.5216 4.4076 2.0582
C -4.3425 5.4920 2.9796
H -2.7599 6.9920 3.1174
H -2.2637 5.3334 3.5054
H -2.9993 6.4271 0.7696
H -1.5346 5.5227 1.1977
H -2.7901 3.4746 1.4696
H -3.7114 4.2372 0.1544
H -5.0338 6.2918 2.6925
H -4.5923 5.1613 3.9915
C 0.9969 9.5099 4.6617
C 1.2989 9.2004 3.2182
C 0.5193 7.9224 2.9984
O -0.6216 7.9764 3.8659
C -0.4425 9.0609 4.7874
H 1.1401 10.5609 4.9252
H 1.6363 8.9023 5.3132
H 0.9007 9.9959 2.5773
H 2.3654 9.0916 3.0055
H 1.1099 7.0434 3.2774
H 0.1886 7.8060 1.9622
H -1.1338 9.8606 4.5003
H -0.6923 8.7301 5.7993
C 1.6142 -5.8425 -5.6044
C 2.6688 -5.1480 -4.7820
C 2.4109 -5.7060 -3.3994
O 1.8908 -7.0310 -3.5757
C 1.5599 -7.2102 -4.9598
H 1.8453 -5.8831 -6.6718
H 0.6515 -5.3324 -5.4806
H 3.6653 -5.4489 -5.1264
H 2.6088 -4.0573 -4.8200
H 1.6547 -5.1182 -2.8682
H 3.3165 -5.7444 -2.7871
H 2.3048 -7.8843 -5.3966
H 0.5744 -7.6762 -5.0460
C 6.6969 -1.9187 -4.1820
C 6.9989 -2.2281 -5.6256
C 6.2193 -3.5062 -5.8454
O 5.0784 -3.4522 -4.9778
C 5.2575 -2.3677 -4.0564
H 6.8401 -0.8677 -3.9186
H 7.3363 -2.5263 -3.5306
H 6.6007 -1.4327 -6.2664
H 8.0654 -2.3370 -5.8383
H 6.8099 -4.3852 -5.5664
H 5.8886 -3.6226 -6.8816
H 4.5662 -1.5679 -4.3435
H 5.0077 -2.6984 -3.0445
```

Values from the calculation:
molar mass	702.4	g mol⁻¹
E_LUMO	0.01	eV
Kohn-Sham gap	9.1608	eV
strongest force on any atom	8.8	eV/A
E_tot	-2666.4817	hartree
SMILES string	CCCCO[C@H](COCCC)O[C@@H](CCC(=O)O)[C@@H](CCF)N[C@@H](Cl)CC.C1CCOC1.C1CCOC1.C1CCOC1.C1CCOC1
E_HOMO	-9.15	eV